1.
{
  "formula": "C19H31BaF9OP2",
  "method": "ωB97M-V/def2-TZVPD",
  "e_above_lowest_kj_mol": 0.00,
  "e_homo_ev": -6.0,
  "total_energy_ha": -2424.59308,
  "species": ["P", "P", "C", "C", "H", "H", "H", "H", "C", "H", "H", "H", "C", "H", "H", "H", "C", "H", "H", "H", "C", "H", "H", "H", "Ba", "C", "C", "C", "C", "C", "C", "C", "C", "C", "H", "H", "H", "H", "H", "H", "H", "H", "H", "H", "H", "H", "H", "H", "H", "F", "C", "F", "F", "C", "O", "C", "F", "F", "F", "C", "F", "F", "F"],
  "coordinates": [[1.230, -0.480, -3.468], [-1.215, -2.717, -2.246], [0.752, -2.100, -4.299], [-0.694, -2.554, -4.050], [1.478, -2.873, -3.993], [0.902, -1.926, -5.381], [-1.416, -1.878, -4.537], [-0.839, -3.552, -4.500], [-0.472, -4.363, -1.918], [-0.659, -4.652, -0.878], [0.613, -4.359, -2.090], [-0.929, -5.113, -2.579], [-2.970, -3.120, -2.464], [-3.080, -4.155, -2.817], [-3.411, -2.433, -3.197], [-3.477, -3.008, -1.499], [2.979, -0.274, -3.874], [3.380, 0.555, -3.274], [3.084, -0.039, -4.944], [3.532, -1.196, -3.641], [0.359, 0.688, -4.554], [-0.724, 0.514, -4.544], [0.742, 0.571, -5.576], [0.569, 1.708, -4.216], [-1.446, 2.374, 2.440], [-1.201, -1.718, -0.165], [-0.002, -2.316, 0.229], [1.245, -1.942, -0.435], [1.974, -0.699, 0.191], [1.926, 0.446, -0.710], [0.923, 0.727, -1.644], [-0.553, 0.285, -1.508], [-1.145, -0.187, -0.180], [0.719, 3.854, 1.855], [-2.172, -2.151, 0.111], [0.021, -3.066, 1.006], [0.988, -1.697, -1.491], [1.953, -2.792, -0.491], [1.587, -0.509, 1.215], [3.027, -0.994, 0.332], [2.762, 1.164, -0.629], [1.050, 1.693, -2.150], [-0.699, -0.550, -2.250], [-1.200, 1.067, -1.940], [-0.540, 0.185, 0.674], [-2.175, 0.208, -0.105], [0.562, 4.944, 1.824], [1.170, 3.491, 0.915], [1.379, 3.605, 2.707], [-1.757, 4.558, 4.524], [-1.898, 3.662, 5.580], [-2.181, 4.370, 6.686], [-3.005, 2.910, 5.238], [-0.634, 2.769, 5.694], [-0.416, 2.180, 4.466], [0.599, 3.649, 6.073], [0.568, 4.097, 7.361], [1.738, 2.943, 5.884], [0.678, 4.757, 5.281], [-0.842, 1.637, 6.749], [-1.100, 2.111, 8.001], [-1.893, 0.847, 6.397], [0.254, 0.842, 6.808]],
  "forces_ev_per_angstrom": [[-0.42, -1.59, -1.09], [0.51, 0.14, -2.27], [0.38, 0.35, -0.62], [-0.32, -0.51, -0.18], [-0.27, 0.27, 0.01], [-0.07, -0.40, 0.18], [0.25, -0.10, 0.14], [0.02, 0.34, -0.15], [-0.09, -0.12, 0.29], [0.12, 0.02, -0.17], [-0.30, 0.12, 0.09], [0.10, 0.25, 0.11], [-0.26, -0.43, -0.15], [-0.23, 0.25, 0.03], [0.03, -0.15, 0.24], [-0.08, -0.09, -0.24], [0.14, 0.02, -0.61], [-0.04, -0.22, -0.09], [0.25, -0.10, 0.29], [-0.14, 0.33, -0.03], [0.30, 0.15, -0.65], [0.30, 0.03, 0.04], [-0.26, 0.17, 0.00], [-0.15, -0.12, -0.16], [0.27, 0.28, -0.83], [1.78, -0.58, 3.19], [-1.93, -0.05, 1.05], [0.94, 0.46, 0.36], [0.17, -1.59, 0.25], [-0.89, 2.72, -1.02], [0.60, 0.47, 3.25], [-0.06, 0.68, -1.48], [-0.12, 0.05, -1.45], [-0.49, -0.29, -0.03], [0.46, 0.10, 0.52], [-0.21, -0.74, -0.45], [0.20, -0.18, 0.24], [-0.36, 0.29, 0.22], [0.09, -0.02, -0.34], [-0.27, 0.16, 0.09], [-0.48, -0.45, -0.32], [0.04, -0.38, 0.13], [-0.12, 0.82, 0.95], [0.40, 0.15, 0.28], [-0.32, -0.39, -0.47], [0.28, -0.09, 0.07], [0.24, -0.23, -0.10], [0.07, 0.31, 0.23], [-0.13, 0.14, -0.36], [-0.30, -1.03, 1.08], [-0.59, 0.73, -0.23], [0.00, -0.49, -0.89], [0.94, 0.73, 0.33], [0.37, -0.75, -1.30], [-0.25, 0.44, 2.02], [0.90, 0.68, -0.07], [0.09, -0.46, -0.93], [-0.94, 0.62, 0.37], [-0.09, -1.01, 0.68], [-0.07, -0.49, 0.56], [0.20, -0.46, -0.94], [0.76, 0.52, 0.27], [-0.93, 0.73, 0.07]]
}

2.
{
  "formula": "C19H31BrO7Se2Ta",
  "method": "ωB97M-V/def2-TZVPD",
  "charge": 3,
  "e_above_lowest_kj_mol": 75.88,
  "e_homo_ev": -16.7,
  "total_energy_ha": -8702.28597,
  "species": ["Ta", "C", "O", "C", "C", "O", "C", "C", "O", "C", "H", "H", "H", "H", "H", "H", "H", "H", "H", "H", "H", "H", "H", "H", "C", "Se", "C", "C", "Se", "C", "H", "H", "H", "H", "H", "H", "H", "H", "H", "H", "Br", "C", "C", "C", "C", "C", "C", "C", "O", "O", "H", "H", "H", "H", "C", "C", "O", "O", "H", "H", "H"],
  "coordinates": [[0.329, -0.443, -0.304], [0.874, 2.944, -1.578], [1.583, 1.721, -1.284], [2.904, 1.975, -0.819], [3.502, 0.630, -0.589], [2.640, -0.111, 0.317], [3.032, -0.056, 1.707], [1.847, 0.330, 2.519], [0.797, -0.575, 2.146], [-0.289, -0.565, 3.103], [1.453, 3.529, -2.292], [-0.088, 2.682, -2.007], [0.726, 3.521, -0.665], [3.479, 2.515, -1.576], [2.867, 2.579, 0.093], [3.551, 0.053, -1.509], [4.503, 0.703, -0.169], [3.401, -1.046, 1.981], [3.834, 0.665, 1.855], [2.079, 0.220, 3.580], [1.527, 1.355, 2.325], [0.085, -0.910, 4.065], [-0.696, 0.442, 3.206], [-1.059, -1.240, 2.740], [-2.493, -3.063, -0.196], [-1.325, -2.298, -1.539], [-0.118, -3.804, -1.800], [0.522, -4.253, -0.516], [1.532, -2.826, 0.369], [1.207, -3.497, 2.165], [-2.813, -4.035, -0.565], [-3.352, -2.404, -0.116], [-2.000, -3.148, 0.768], [0.605, -3.481, -2.547], [-0.705, -4.616, -2.231], [1.229, -5.060, -0.706], [-0.211, -4.603, 0.208], [1.527, -4.536, 2.143], [0.156, -3.417, 2.424], [1.825, -2.936, 2.857], [-5.888, 5.077, 0.373], [-4.518, 3.834, 0.445], [-3.246, 4.239, 0.868], [-2.228, 3.321, 0.910], [-2.476, 1.981, 0.545], [-3.766, 1.583, 0.138], [-4.777, 2.508, 0.076], [-1.419, 1.053, 0.563], [-0.157, 1.344, 0.662], [-1.561, -0.254, 0.365], [-3.077, 5.265, 1.162], [-1.242, 3.616, 1.246], [-3.955, 0.555, -0.141], [-5.769, 2.227, -0.248], [0.970, 0.255, -4.140], [0.619, -0.086, -2.757], [-0.407, 0.362, -2.145], [1.315, -0.914, -2.024], [0.096, 0.104, -4.779], [1.814, -0.332, -4.491], [1.208, 1.321, -4.187]],
  "forces_ev_per_angstrom": [[1.24, 0.86, 1.28], [-0.02, 0.07, 0.14], [-0.14, -0.04, -0.13], [-0.04, 0.09, 0.03], [0.30, -0.13, -0.17], [-0.81, 0.15, -0.16], [0.22, -0.12, 0.11], [-0.01, 0.14, 0.22], [-0.30, -0.16, -0.52], [-0.15, 0.00, -0.01], [0.02, -0.01, -0.02], [0.00, -0.02, 0.01], [0.03, 0.00, 0.01], [-0.02, 0.04, 0.00], [0.02, 0.01, 0.01], [0.00, -0.03, -0.01], [-0.01, -0.11, 0.06], [0.05, -0.01, -0.01], [0.02, 0.00, -0.11], [-0.09, -0.04, 0.02], [-0.01, 0.01, 0.03], [0.04, 0.01, 0.00], [0.02, 0.00, 0.00], [0.02, 0.00, 0.00], [-0.04, 0.07, 0.11], [0.25, -0.19, 0.10], [-0.05, -0.01, -0.08], [0.08, -0.14, -0.02], [-0.18, -0.45, -0.27], [-0.02, 0.14, 0.11], [0.01, -0.01, -0.01], [0.00, 0.01, -0.01], [0.01, -0.03, -0.01], [0.02, 0.01, -0.01], [-0.04, 0.03, -0.03], [0.05, 0.00, 0.02], [-0.01, -0.02, 0.01], [0.01, -0.02, -0.01], [0.00, -0.02, 0.00], [0.01, -0.01, 0.02], [-0.01, 0.02, 0.00], [-0.05, 0.05, 0.00], [0.09, 0.00, 0.03], [0.01, 0.05, 0.00], [-0.02, -0.08, 0.16], [-0.04, -0.02, 0.06], [0.00, -0.07, 0.00], [-0.07, 0.06, 0.19], [-0.34, -0.07, -0.58], [-0.18, 0.27, -0.28], [-0.02, 0.00, -0.01], [-0.01, 0.02, -0.02], [-0.01, 0.00, 0.00], [0.00, 0.00, 0.00], [0.00, 0.02, -0.03], [-0.21, -0.19, -0.11], [0.31, -0.19, 0.30], [0.07, 0.10, -0.46], [0.00, -0.01, 0.01], [0.00, -0.01, 0.01], [0.00, -0.01, 0.01]]
}

Number 2 is which compound? C19H31BrO7Se2Ta